Molecular formula: C11H8O4
Method: DFT, ωB97M-V/def2-TZVPD

Output
SMILES   O=c1ccoc(C2=C[C@H]3O[C@H]3[C@@H]3O[C@H]23)c1
Charge   0
Highest occupied orbital energy   -8.987 eV
Energy above the lowest of the compared OMol25 structures with the same formula, charge and spin   56.4 kcal/mol

Geometry (Å):
O: 1.573 1.671 3.874
O: -0.527 2.025 0.383
O: -0.135 -1.790 -3.309
O: -0.076 -2.934 0.081
C: 0.937 1.739 2.824
C: -0.296 3.117 1.239
C: 0.421 3.024 2.389
C: 0.741 0.619 1.901
C: -0.003 0.778 0.714
C: -0.790 -0.013 -1.493
C: -0.150 -0.302 -0.286
C: -1.085 -1.037 -2.619
C: 0.528 -1.670 -0.053
C: -0.703 -2.486 -2.213
C: 0.426 -2.715 -1.218
H: -0.715 4.094 0.939
H: 0.613 3.898 3.016
H: 1.130 -0.317 2.204
H: -1.161 1.002 -1.622
H: -2.110 -0.936 -3.034
H: 1.575 -1.559 0.220
H: -1.556 -3.149 -2.329
H: 1.363 -3.060 -1.609

Molecular formula: C3H9N2OS
Method: DFT, ωB97M-V/def2-TZVPD

Output
Charge   +1
Highest occupied orbital energy (alpha / beta)   -13.681 / -13.679 eV
Energy above the lowest of the compared OMol25 structures with the same formula, charge and spin   70.1 kcal/mol

Geometry (Å):
C: 2.003 0.167 -0.134
C: -2.772 0.317 0.332
C: -1.286 0.029 0.244
N: 1.831 -1.093 -0.287
N: 3.026 0.911 0.109
O: -0.963 -1.043 -0.581
S: -0.387 1.550 -0.340
H: -3.282 -0.573 0.700
H: -2.969 1.131 1.025
H: -3.177 0.576 -0.644
H: -0.866 -0.192 1.230
H: 2.591 -1.774 -0.231
H: 0.882 -1.432 -0.475
H: 3.962 0.542 0.259
H: 2.927 1.916 0.167
H: -1.521 -1.034 -1.374

Molecular formula: C29H59N4OSi6V
Method: DFT, ωB97M-V/def2-TZVPD

Output
Charge   0
Highest occupied orbital energy   -7.743 eV
Energy above the lowest of the compared OMol25 structures with the same formula, charge and spin   11.7 kcal/mol

Geometry (Å):
V: 0.399 -0.537 0.223
C: 3.032 0.927 2.481
Si: 1.756 -0.182 3.277
C: 0.934 0.747 4.681
C: 2.536 -1.726 3.992
N: 0.605 -0.702 2.027
C: -0.467 -1.599 2.298
C: -1.010 -1.800 3.574
C: -2.043 -2.689 3.781
C: -2.584 -3.382 2.699
C: -2.059 -3.208 1.438
C: -0.965 -2.363 1.212
N: -0.290 -2.253 -0.029
Si: -0.216 -3.440 -1.316
C: 1.555 -3.545 -1.894
C: -1.311 -2.947 -2.742
C: -0.709 -5.156 -0.770
H: 3.169 1.832 3.078
H: 2.742 1.229 1.474
H: 3.997 0.420 2.411
H: 1.579 1.578 4.976
H: 0.800 0.102 5.554
H: -0.037 1.166 4.417
H: 3.594 -1.541 4.199
H: 2.472 -2.582 3.316
H: 2.056 -2.014 4.929
H: -0.603 -1.249 4.412
H: -2.431 -2.837 4.780
H: -3.409 -4.067 2.844
H: -2.474 -3.755 0.603
H: 2.029 -2.565 -1.974
H: 1.606 -4.036 -2.872
H: 2.152 -4.139 -1.197
H: -1.243 -1.876 -2.946
H: -2.361 -3.178 -2.537
H: -1.029 -3.501 -3.644
H: -0.388 -5.374 0.252
H: -0.222 -5.873 -1.436
H: -1.787 -5.323 -0.829
N: 1.910 -0.275 -0.323
C: 3.216 -0.735 -0.516
C: 3.748 -1.672 0.375
C: 5.010 -2.200 0.170
C: 5.767 -1.807 -0.930
C: 5.247 -0.868 -1.808
C: 3.984 -0.332 -1.603
H: 3.138 -1.990 1.210
H: 5.406 -2.926 0.870
H: 6.750 -2.227 -1.096
H: 5.830 -0.543 -2.661
H: 3.592 0.423 -2.271
C: 1.919 1.125 -4.280
C: 1.146 -0.045 -3.725
N: 1.355 -1.229 -4.354
O: 0.357 0.064 -2.798
H: 2.872 0.817 -4.712
H: 2.083 1.852 -3.489
H: 1.326 1.602 -5.061
H: 2.088 -1.337 -5.031
H: 0.914 -2.054 -3.984
C: -0.794 3.067 -3.352
Si: -0.375 3.185 -1.520
C: 1.494 3.331 -1.291
C: -1.106 4.853 -1.049
Si: -1.128 1.457 -0.119
Si: -3.193 0.762 -1.005
C: -4.548 2.024 -0.685
C: -3.113 0.487 -2.862
C: -3.806 -0.844 -0.254
Si: -1.691 2.579 1.875
C: -0.105 3.326 2.565
C: -2.455 1.385 3.105
C: -2.944 3.982 1.828
H: -0.057 3.633 -3.930
H: -1.773 3.521 -3.529
H: -0.832 2.046 -3.723
H: 1.984 3.743 -2.178
H: 1.941 2.357 -1.066
H: 1.718 3.996 -0.450
H: -0.829 5.590 -1.811
H: -0.743 5.214 -0.084
H: -2.197 4.813 -1.011
H: -4.237 3.046 -0.914
H: -4.868 1.998 0.360
H: -5.414 1.784 -1.309
H: -3.247 1.422 -3.410
H: -3.904 -0.204 -3.169
H: -2.151 0.062 -3.159
H: -3.811 -0.812 0.839
H: -3.178 -1.685 -0.559
H: -4.828 -1.037 -0.596
H: 0.750 2.656 2.450
H: -0.210 3.571 3.627
H: 0.131 4.251 2.030
H: -1.899 0.453 3.192
H: -3.470 1.125 2.785
H: -2.525 1.841 4.099
H: -2.746 4.739 1.073
H: -2.918 4.473 2.807
H: -3.955 3.605 1.672

Molecular formula: C28H44Br2N13O3S
Method: DFT, ωB97M-V/def2-TZVPD

Output
Charge   +1
Highest occupied orbital energy   -12.491 eV

Geometry (Å):
O: -3.220 4.431 -2.277
S: -1.878 4.574 -2.733
O: -1.574 5.136 -4.006
O: -1.082 5.458 -1.683
C: -1.054 2.999 -2.663
C: 0.426 3.123 -2.286
C: 1.246 1.863 -2.661
C: 1.798 1.089 -1.525
N: 1.163 0.436 -0.565
C: -0.294 0.327 -0.379
C: -0.660 -0.265 0.969
C: -0.269 0.646 2.140
Br: 0.560 -0.347 3.571
N: 2.015 -0.177 0.295
C: 3.199 0.117 -0.138
N: 3.113 0.892 -1.260
Br: 4.551 1.535 -2.201
H: -1.523 5.431 -0.820
H: -1.614 2.364 -1.979
H: -1.143 2.588 -3.667
H: 0.537 3.390 -1.236
H: 0.823 3.945 -2.878
H: 2.090 2.153 -3.277
H: 0.659 1.186 -3.281
H: -0.703 -0.252 -1.206
H: -0.684 1.343 -0.441
H: -0.224 -1.253 1.087
H: -1.743 -0.380 0.964
H: -1.129 1.153 2.562
H: 0.486 1.367 1.841
H: 4.109 -0.219 0.327
C: -0.064 8.067 -3.975
C: 1.247 8.579 -3.611
N: 2.285 8.979 -3.331
H: -0.515 8.681 -4.752
H: 0.012 7.047 -4.348
H: -0.735 8.062 -3.118
C: 0.364 -2.562 7.491
C: -0.778 -2.497 6.591
N: -1.682 -2.463 5.885
H: 0.098 -2.153 8.464
H: 0.670 -3.599 7.619
H: 1.199 -1.991 7.088
C: -3.064 -6.009 5.505
C: -2.005 -6.090 6.495
N: -1.157 -6.184 7.265
H: -2.963 -6.818 4.787
H: -4.035 -6.098 5.989
H: -3.016 -5.063 4.970
C: 4.792 11.260 -4.659
C: 4.487 12.346 -5.578
N: 4.241 13.198 -6.306
H: 5.483 11.593 -3.887
H: 3.888 10.894 -4.175
H: 5.252 10.429 -5.192
C: -3.204 -8.799 9.667
C: -4.012 -8.723 8.458
N: -4.632 -8.652 7.495
H: -3.825 -8.638 10.546
H: -2.735 -9.778 9.745
H: -2.427 -8.036 9.638
C: -4.139 8.361 -4.448
C: -3.484 9.039 -3.338
N: -2.966 9.570 -2.462
H: -4.384 7.337 -4.171
H: -5.057 8.881 -4.716
H: -3.484 8.340 -5.318
C: 4.306 0.177 -6.096
C: 3.030 -0.109 -5.460
N: 2.028 -0.351 -4.954
H: 4.317 1.195 -6.482
H: 5.116 0.053 -5.380
H: 4.472 -0.514 -6.921
C: 1.834 -4.608 -5.037
C: 3.167 -4.024 -5.003
N: 4.224 -3.577 -4.990
H: 1.265 -4.194 -5.867
H: 1.902 -5.687 -5.162
H: 1.306 -4.396 -4.109
C: 0.755 -8.877 5.671
C: 0.464 -9.373 4.334
N: 0.231 -9.765 3.281
H: 1.800 -8.586 5.754
H: 0.138 -8.009 5.897
H: 0.553 -9.640 6.420
C: -3.273 -7.127 0.872
C: -2.726 -6.191 1.843
N: -2.301 -5.452 2.612
H: -3.502 -8.076 1.353
H: -4.187 -6.726 0.437
H: -2.553 -7.308 0.077

Molecular formula: C2HN3O3
Method: DFT, ωB97M-V/def2-TZVPD

Output
SMILES   O=C(O)c1nnno1
Charge   0
Highest occupied orbital energy   -11.852 eV
Energy above the lowest of the compared OMol25 structures with the same formula, charge and spin   96.8 kcal/mol

Geometry (Å):
C: -1.176 -0.294 -0.093
C: 0.384 -0.086 -0.104
H: -2.626 1.029 0.059
N: 1.005 1.033 0.209
N: 2.321 0.542 0.187
N: 2.384 -0.679 -0.078
O: -1.694 1.003 -0.236
O: -1.737 -1.352 0.316
O: 1.139 -1.198 -0.259

Molecular formula: C32H35BrGe2PdSe
Method: DFT, ωB97M-V/def2-TZVPD

Output
Charge   +1
Highest occupied orbital energy (alpha / beta)   -10.190 / -10.636 eV
2S+1   4

Geometry (Å):
Pd: -0.207 -0.289 0.159
Br: -1.006 1.930 -0.856
C: 0.668 2.339 -1.673
C: 0.787 3.527 -2.312
C: 2.035 3.852 -2.900
C: 3.081 2.984 -2.811
C: 2.947 1.738 -2.139
C: 4.030 0.824 -2.034
C: 3.880 -0.367 -1.387
C: 2.628 -0.718 -0.812
C: 1.585 0.142 -0.898
C: 1.704 1.391 -1.552
H: -0.047 4.217 -2.369
H: 2.146 4.799 -3.415
H: 4.038 3.233 -3.257
H: 4.983 1.093 -2.479
H: 4.713 -1.055 -1.309
H: 2.525 -1.674 -0.311
C: 1.796 -0.452 3.308
Ge: -0.008 -0.223 2.630
C: -1.155 -1.580 3.430
C: -1.920 -2.489 2.692
C: -2.682 -3.468 3.326
C: -2.684 -3.549 4.713
C: -1.935 -2.648 5.459
C: -1.176 -1.670 4.824
C: -0.667 1.530 3.133
C: 0.145 2.345 3.880
C: -0.303 3.612 4.338
C: -1.550 4.046 4.015
C: -2.418 3.250 3.220
C: -3.715 3.710 2.869
C: -4.544 2.953 2.098
C: -4.109 1.686 1.635
C: -2.869 1.222 1.962
C: -1.978 1.984 2.767
H: 1.737 -0.418 4.400
H: 2.459 0.337 2.951
H: 2.203 -1.418 3.007
H: -1.940 -2.423 1.612
H: -3.273 -4.163 2.742
H: -3.272 -4.310 5.213
H: -1.940 -2.706 6.541
H: -0.612 -0.963 5.428
H: 1.146 2.022 4.149
H: 0.353 4.230 4.940
H: -1.897 5.015 4.357
H: -4.036 4.684 3.225
H: -5.533 3.314 1.842
H: -4.772 1.082 1.025
H: -2.566 0.248 1.616
C: -3.243 -4.156 -3.379
Ge: -2.760 -4.673 -1.576
C: -2.237 -6.528 -1.465
C: -4.169 -4.235 -0.320
C: -1.180 -3.603 -1.043
Se: -1.519 -1.719 -1.363
C: -0.530 -1.530 -3.019
H: -4.168 -4.667 -3.659
H: -2.467 -4.442 -4.095
H: -3.422 -3.080 -3.451
H: -3.098 -7.165 -1.679
H: -1.874 -6.761 -0.462
H: -1.449 -6.755 -2.188
H: -5.142 -4.397 -0.789
H: -4.117 -3.191 -0.001
H: -4.104 -4.876 0.561
H: -0.286 -3.872 -1.605
H: -0.979 -3.735 0.020
H: -1.005 -2.168 -3.761
H: 0.501 -1.815 -2.850
H: -0.589 -0.488 -3.319

Molecular formula: C19H18FNO
Method: DFT, ωB97M-V/def2-TZVPD

Output
SMILES   Cc1nc2c(cc1C(=O)/C=C/c1ccccc1F)CCCC2
Charge   0
Highest occupied orbital energy   -8.981 eV
Energy above the lowest of the compared OMol25 structures with the same formula, charge and spin   1.6 kcal/mol

Geometry (Å):
O: -1.444 1.512 1.991
F: -5.915 -0.166 -0.328
N: 1.876 1.115 -1.229
C: -1.086 0.844 1.043
C: -1.860 -0.286 0.549
C: -3.232 -0.384 0.654
C: 0.625 1.063 -0.802
C: 2.863 1.197 -0.353
C: -5.403 -3.651 -1.162
C: -4.095 -3.820 -0.746
C: -5.968 -2.391 -1.010
C: -3.371 -2.740 -0.180
C: 1.329 1.139 1.488
C: -5.253 -1.344 -0.437
C: 0.269 1.006 0.564
C: -3.938 -1.499 0.019
C: 2.643 1.226 1.035
C: -0.374 1.085 -1.923
C: 4.244 1.197 -0.973
C: 3.793 1.445 2.011
C: 5.283 1.756 -0.009
C: 5.134 1.072 1.346
H: -1.314 -0.994 -0.038
H: -3.831 0.418 1.123
H: -5.944 -4.442 -1.651
H: -3.647 -4.825 -0.830
H: -6.976 -2.199 -1.302
H: -2.330 -2.919 0.138
H: 1.104 1.185 2.533
H: -0.693 0.043 -2.144
H: -0.002 1.532 -2.839
H: -1.249 1.672 -1.624
H: 4.402 0.184 -1.346
H: 4.241 1.843 -1.846
H: 3.630 0.866 2.962
H: 3.831 2.482 2.318
H: 6.299 1.582 -0.393
H: 5.164 2.824 0.142
H: 5.968 1.376 2.017
H: 5.226 -0.006 1.230